96
Properties=species:S:1:pos:R:3:lowdin_charge:R:1 method="wB97M-V/def2-TZVPD" gap_ev=9.3553 e_above_lowest_kj_mol=0.0 homo_ev=-9.274
Sc -0.604 -0.087 0.846 1.04
O -4.002 0.620 5.747 0.13
C -3.553 1.834 5.477 -0.50
O -3.819 2.790 6.159 0.08
C -2.704 1.977 4.263 -0.03
C -2.106 3.149 3.831 -0.57
Cl -2.117 4.723 4.458 0.83
N -1.412 2.886 2.702 -0.05
N -1.539 1.587 2.370 0.10
C -2.299 1.037 3.300 -0.11
C -2.559 -0.428 3.109 -0.52
O -3.174 -1.072 3.948 0.10
O -2.085 -0.866 2.004 -0.08
C -0.642 3.799 1.906 -0.23
C -1.305 4.725 1.117 -0.03
C -0.558 5.616 0.364 -0.07
C 0.830 5.563 0.401 -0.08
C 1.476 4.631 1.198 -0.06
C 0.739 3.741 1.973 0.00
H -3.723 -0.060 5.073 0.06
H -2.388 4.743 1.111 0.13
H -1.058 6.351 -0.253 0.11
H 1.410 6.257 -0.194 0.11
H 2.558 4.597 1.230 0.11
H 1.212 3.002 2.601 0.10
C 6.830 -3.134 3.710 -0.05
C 5.461 -2.564 3.472 -0.26
C 4.715 -2.941 2.360 -0.03
C 3.456 -2.406 2.127 -0.04
C 2.934 -1.489 3.023 -0.28
C 3.658 -1.098 4.143 -0.04
C 4.913 -1.637 4.359 -0.03
S 1.359 -0.754 2.749 0.60
O 0.725 -1.599 1.689 -0.37
O 0.646 -0.676 3.988 -0.25
N 1.483 0.677 2.118 -0.16
C 2.208 0.748 0.922 -0.41
C 3.582 0.971 0.867 0.00
C 4.177 1.044 -0.378 -0.04
C 3.406 0.891 -1.525 -0.04
C 2.049 0.672 -1.382 -0.11
N 1.466 0.621 -0.181 0.08
H 6.925 -4.126 3.268 0.08
H 7.045 -3.214 4.776 0.08
H 7.601 -2.500 3.266 0.09
H 5.117 -3.670 1.667 0.12
H 2.875 -2.710 1.266 0.11
H 3.232 -0.395 4.850 0.12
H 5.473 -1.344 5.239 0.12
H 4.149 1.071 1.783 0.12
H 5.243 1.218 -0.457 0.11
H 3.843 0.930 -2.513 0.11
H 1.405 0.531 -2.240 0.10
C -0.683 2.543 -1.493 -0.09
O -1.347 1.904 -0.400 -0.18
H -1.268 3.395 -1.844 0.09
H -0.524 1.846 -2.321 0.08
H 0.275 2.901 -1.125 0.08
H -2.152 1.512 -0.752 0.05
C -3.759 -3.015 -1.265 -0.08
C -2.466 -3.159 -2.077 -0.60
C -2.800 -3.674 -3.483 -0.09
C -1.556 -4.168 -1.373 -0.09
Si -1.660 -1.457 -2.215 0.52
O -1.318 -0.862 -0.742 -0.34
C -0.027 -1.511 -3.155 -0.21
C 0.265 -0.856 -4.351 -0.09
C 1.540 -0.881 -4.904 -0.09
C 2.561 -1.571 -4.270 -0.10
C 2.302 -2.221 -3.070 -0.09
C 1.029 -2.181 -2.523 -0.11
C -2.899 -0.253 -2.975 -0.20
C -3.108 -0.027 -4.336 -0.10
C -4.070 0.869 -4.785 -0.08
C -4.865 1.554 -3.878 -0.09
C -4.706 1.320 -2.519 -0.07
C -3.739 0.425 -2.083 -0.12
H -4.235 -3.996 -1.157 0.09
H -4.480 -2.355 -1.756 0.08
H -3.565 -2.630 -0.260 0.08
H -3.288 -4.653 -3.416 0.09
H -1.902 -3.797 -4.096 0.08
H -3.488 -3.006 -4.011 0.07
H -2.103 -5.108 -1.229 0.09
H -1.241 -3.820 -0.385 0.09
H -0.667 -4.402 -1.963 0.07
H -0.502 -0.286 -4.866 0.08
H 1.731 -0.362 -5.836 0.10
H 3.555 -1.596 -4.702 0.10
H 3.093 -2.748 -2.552 0.11
H 0.864 -2.662 -1.565 0.10
H -2.523 -0.560 -5.079 0.09
H -4.202 1.027 -5.849 0.10
H -5.615 2.252 -4.229 0.10
H -5.344 1.821 -1.800 0.11
H -3.667 0.214 -1.017 0.11